# 1
This record from OMol25 describes a structure of composition C27H58O4OsP2Si. The level of theory is wB97M-V/def2-TZVPD.

## Properties
Electronic energy = -66037.3290 eV
Multiplicity = 5
Frontier orbital gap (alpha / beta) = 9.1746 / 3.8351 eV
Charge = +2
Highest occupied orbital energy (alpha / beta) = -0.500 / -0.498 Ha

Last column: Löwdin charge in e.
Atoms and positions in Å:
C  5.409  4.300  1.319  -0.244
H  6.525  2.538  -2.832  0.088
H  -1.553  -2.347  3.177  0.097
H  -3.445  -5.186  2.153  0.081
C  -3.942  -0.226  -1.768  -0.599
H  5.351  0.756  -4.240  0.054
H  4.519  4.788  1.733  0.055
Os  -0.482  0.848  -0.034  1.527
H  -1.971  -0.672  -2.546  0.095
H  -1.822  -1.562  4.752  0.110
H  -1.996  0.714  -1.377  0.006
H  3.211  -0.233  0.000  0.073
C  1.730  1.265  -2.043  -0.196
H  7.220  3.799  -0.883  0.097
H  -4.376  -5.272  -1.445  0.113
H  -4.035  -2.593  4.999  0.114
C  4.814  4.778  -1.360  -0.236
H  0.466  2.150  2.162  0.113
C  2.117  0.847  1.541  -0.174
H  -3.905  -3.604  -1.838  0.071
O  -3.884  -1.078  -0.591  -0.088
H  -5.447  -2.779  -0.019  0.088
H  5.731  5.380  -1.281  0.064
C  1.782  2.456  -1.074  -0.220
H  -5.094  0.006  3.898  0.106
C  -4.181  -2.537  3.909  -0.005
H  1.343  1.615  -3.010  0.122
C  -2.545  0.196  -2.209  -0.029
P  5.221  0.733  -1.812  0.942
C  6.174  -0.495  -0.807  -0.257
H  -5.873  -4.444  0.417  0.114
H  -5.619  -1.391  -2.516  0.103
H  2.766  0.925  -2.239  0.038
C  -1.963  -1.453  3.666  -0.020
H  2.388  -1.249  1.186  0.122
C  -4.016  -0.076  4.087  0.001
C  -4.640  -1.032  -2.861  -0.018
O  -3.719  -1.112  1.972  0.038
H  2.794  2.532  -0.636  -0.003
H  7.121  2.376  0.190  0.089
H  -5.261  -2.475  3.722  0.104
O  -2.727  -3.140  0.593  0.020
H  6.611  -0.311  -3.533  0.064
Si  -2.853  -1.492  0.615  0.084
H  4.901  -0.856  -3.618  0.052
H  -3.784  -3.464  3.474  0.080
H  -1.401  -0.572  3.331  0.088
C  -3.661  -4.471  -1.211  0.006
H  -2.991  1.503  0.827  -0.005
H  -5.243  -3.351  1.664  0.073
C  0.760  2.466  0.038  -0.357
H  -3.525  0.839  3.733  0.092
H  -4.153  -6.162  0.850  0.106
H  -2.425  -5.747  0.800  0.101
H  5.640  -1.452  -0.815  0.052
C  -3.454  -1.304  3.382  -0.590
C  -5.159  -3.631  0.609  -0.006
H  0.389  -0.453  -2.372  0.108
C  6.645  1.963  -1.900  -0.412
H  -4.033  -1.889  -3.169  0.080
P  4.920  3.363  -0.179  0.970
H  -2.654  -4.827  -1.452  0.103
C  0.897  1.696  1.263  -0.295
C  -4.791  0.994  -1.423  -0.009
H  -5.760  0.683  -1.013  0.105
H  -3.861  -0.161  5.171  0.109
H  6.268  -0.146  0.228  0.048
H  0.240  3.427  0.155  0.110
O  -1.430  -0.786  0.548  -0.358
H  -4.977  1.584  -2.333  0.103
H  2.029  0.451  2.563  0.118
C  5.562  0.005  -3.467  -0.255
C  0.872  0.114  -1.573  -0.266
H  -2.634  0.918  -3.033  0.117
H  -1.972  2.966  0.499  0.025
H  -4.286  1.638  -0.697  0.068
H  6.168  5.051  1.063  0.069
H  1.640  3.374  -1.664  0.120
C  -1.981  1.939  0.896  -0.256
H  7.580  1.387  -1.971  0.094
H  -4.808  -0.400  -3.747  0.103
C  -3.421  -5.375  1.074  -0.014
H  5.810  3.598  2.062  0.055
C  2.275  -0.339  0.572  -0.169
H  4.698  4.411  -2.386  0.053
C  6.661  2.873  -0.678  -0.404
C  1.109  -0.589  -0.358  -0.266
C  -3.754  -4.124  0.271  -0.586
H  3.944  5.393  -1.101  0.057
H  -1.704  1.982  1.962  0.009
H  3.026  1.472  1.536  0.095
H  7.174  -0.627  -1.245  0.059
H  0.714  -1.608  -0.299  0.114

***

# 2
This record from OMol25 describes a structure of composition C27H59BN10OOsP3S2. The level of theory is wB97M-V/def2-TZVPD.

## Properties
Electronic energy = -98566.4154 eV
Multiplicity = 5
Frontier orbital gap (alpha / beta) = 8.2140 / 4.9284 eV
Charge = +3
Highest occupied orbital energy (alpha / beta) = -0.583 / -0.576 Ha

Last column: Löwdin charge in e.
Atoms and positions in Å:
P  -1.324  -2.556  -1.105  0.503
C  -0.220  0.551  -2.501  -0.262
H  0.174  -4.748  -3.251  0.093
H  -2.506  -1.629  3.894  0.073
H  5.421  2.608  3.041  0.147
H  -2.004  -4.033  1.987  0.084
H  3.754  0.915  4.912  0.092
C  4.114  3.220  -2.781  -0.144
H  -3.577  -0.775  -2.959  0.092
C  -4.651  0.241  3.782  -0.202
H  -3.571  -4.250  -1.172  0.056
C  -0.475  -3.871  -3.324  -0.071
P  -3.093  0.437  2.897  1.082
H  3.539  4.140  -2.648  0.129
H  -4.071  2.097  0.341  0.096
H  -0.681  -5.655  0.511  0.095
C  1.213  -2.559  -2.072  -0.088
H  0.321  -2.683  1.193  0.033
H  1.601  -2.175  -3.021  0.092
H  4.390  4.893  1.894  0.146
N  2.610  -0.506  3.598  -0.005
H  -4.210  -3.726  -2.723  0.097
H  4.816  1.579  -1.590  0.136
H  1.325  1.937  -5.190  0.134
H  2.215  5.402  0.781  0.106
N  2.146  1.800  -3.285  0.002
H  -3.143  -2.152  -3.977  0.098
H  -4.517  0.416  4.854  0.076
H  -1.872  -1.120  -3.326  0.050
H  -4.392  -0.235  1.031  0.103
H  -0.529  2.328  -3.688  0.113
N  0.740  1.111  -1.520  -0.140
N  -2.738  -2.448  -1.925  -0.281
H  -2.538  4.121  -1.161  0.070
S  2.139  -0.480  0.867  0.682
C  -3.256  1.399  0.143  -0.341
C  2.073  -1.058  2.514  -0.663
C  1.697  -2.423  4.225  -0.007
H  1.527  0.289  -4.622  0.138
C  1.225  1.295  -4.320  -0.112
H  0.914  4.219  0.808  0.042
C  -3.865  -3.377  -1.748  -0.068
H  -2.650  -0.618  0.804  0.022
C  -1.133  -5.189  -0.368  -0.059
H  2.722  -1.106  5.667  0.140
C  -1.929  -0.754  3.592  -0.215
C  -2.837  -1.574  -3.103  -0.076
H  -1.866  2.788  -2.119  0.034
H  -1.512  -4.206  -3.303  0.086
H  1.825  -3.422  -1.791  0.099
H  1.139  5.317  2.183  0.109
C  0.896  -3.197  1.952  -0.012
H  1.663  -3.798  1.471  0.113
H  -5.408  0.936  3.408  0.071
C  4.188  2.466  -1.478  -0.144
C  -3.373  0.158  1.094  -0.340
C  4.406  2.847  2.745  -0.020
C  1.893  1.650  -1.980  -0.342
C  -2.461  -3.694  1.048  -0.097
H  -4.974  -0.791  3.612  0.079
H  3.225  2.878  -4.705  0.132
C  -1.719  3.406  -1.234  -0.221
H  1.323  -1.793  -1.313  0.002
H  -4.715  -2.903  -1.249  0.091
P  -1.689  2.372  0.258  0.690
C  3.438  2.327  -3.793  -0.109
H  1.354  -3.309  4.740  0.141
H  -1.182  -1.010  2.848  0.020
H  5.109  3.485  -3.133  0.136
C  3.908  3.966  2.177  -0.013
H  -0.851  0.812  -4.535  0.131
O  -0.960  -1.277  -0.374  -0.399
H  -2.003  -5.790  -0.651  0.096
C  2.376  -1.344  4.671  -0.017
H  0.031  -0.496  -2.670  0.074
N  -0.201  -2.923  -2.229  -0.298
N  -1.503  -3.806  -0.051  -0.313
H  -1.273  4.321  1.633  0.035
C  -0.193  1.296  -3.814  -0.142
Os  0.257  0.929  0.516  0.914
N  3.369  1.964  2.941  0.008
C  1.643  4.732  1.416  0.001
H  -3.354  1.071  -0.889  0.079
N  2.819  2.090  -1.085  0.073
C  2.246  2.525  2.502  -0.660
H  -2.210  3.144  2.545  0.018
H  -0.284  -3.398  -4.291  0.097
H  -1.215  0.562  -2.059  0.065
H  -2.994  4.105  1.266  0.067
H  -0.407  -5.223  -1.176  0.070
S  0.612  1.907  2.667  0.604
H  4.611  3.074  -0.687  0.115
H  2.722  1.697  -0.165  0.019
C  -2.077  3.593  1.554  -0.266
H  4.087  1.491  -4.060  0.142
B  3.686  0.631  3.741  -0.377
H  4.735  0.210  3.310  0.094
N  2.557  3.756  2.017  -0.102
N  1.506  -2.227  2.871  -0.099
H  -0.782  3.955  -1.343  0.059
H  -3.350  -4.308  0.878  0.092
H  -2.780  -2.657  1.159  0.056
H  -1.430  -0.334  4.475  0.073
H  0.246  -3.855  2.524  0.092